{"formula": "C69H139F2N7O13", "method": "wB97M-V/def2-TZVPD", "smiles": "CC1(C)CCCC(C)(C)N1O.CC1(C)CCCC(C)(C)N1O.CC1(C)CCCC(C)(C)N1O.CC1(C)CCCC(C)(C)N1O.CC1(C)CCCC(C)(C)N1O.CC1(C)CCCC(C)(C)N1O.CC1(C)CCCC(C)(C)N1O.O=C1OC[C@@H](F)O1.O=C1OC[C@@H](F)O1", "de_lowest_ev": 0.000, "fmax_ha_per_bohr": 0.066, "lumo_ev": 0.41, "charge": 0, "species": ["C", "C", "C", "C", "C", "C", "C", "C", "C", "N", "O", "H", "H", "H", "H", "H", "H", "H", "H", "H", "H", "H", "H", "H", "H", "H", "H", "H", "H", "H", "C", "C", "C", "C", "C", "C", "C", "C", "C", "N", "O", "H", "H", "H", "H", "H", "H", "H", "H", "H", "H", "H", "H", "H", "H", "H", "H", "H", "H", "H", "C", "C", "C", "C", "C", "C", "C", "C", "C", "N", "O", "H", "H", "H", "H", "H", "H", "H", "H", "H", "H", "H", "H", "H", "H", "H", "H", "H", "H", "H", "C", "C", "C", "C", "C", "C", "C", "C", "C", "N", "O", "H", "H", "H", "H", "H", "H", "H", "H", "H", "H", "H", "H", "H", "H", "H", "H", "H", "H", "H", "C", "C", "C", "C", "C", "C", "C", "C", "C", "N", "O", "H", "H", "H", "H", "H", "H", "H", "H", "H", "H", "H", "H", "H", "H", "H", "H", "H", "H", "H", "C", "C", "C", "C", "C", "C", "C", "C", "C", "N", "O", "H", "H", "H", "H", "H", "H", "H", "H", "H", "H", "H", "H", "H", "H", "H", "H", "H", "H", "H", "C", "C", "C", "C", "C", "C", "C", "C", "C", "N", "O", "H", "H", "H", "H", "H", "H", "H", "H", "H", "H", "H", "H", "H", "H", "H", "H", "H", "H", "H", "O", "C", "O", "C", "C", "F", "O", "H", "H", "H", "O", "C", "O", "C", "C", "F", "O", "H", "H", "H"], "positions_angstrom": [[-4.203509, -0.523133, -1.616443], [-4.432339, 0.699925, -2.400743], [-5.482651, 1.564618, -1.720536], [-3.034655, 1.394756, -2.438293], [-2.001838, 0.676121, -3.288368], [-2.475636, 0.551208, -4.727351], [-3.831805, -0.215739, -4.773575], [-4.411926, 0.027108, -6.272051], [-3.625518, -1.722840, -4.503005], [-4.809302, 0.496276, -3.848211], [-6.092788, -0.150559, -3.848891], [-3.644767, -1.297664, -2.153502], [-3.683200, -0.275049, -0.698442], [-5.145301, -0.964758, -1.299430], [-6.333192, 0.891249, -1.489096], [-4.995312, 1.949708, -0.828773], [-5.710964, 2.394762, -2.333418], [-3.247017, 2.445176, -2.706471], [-2.740257, 1.467981, -1.357605], [-1.124543, 1.280204, -3.218847], [-1.726408, -0.260920, -2.783181], [-1.739574, 0.084633, -5.380004], [-2.491977, 1.524037, -5.207662], [-5.456415, -0.335272, -6.363521], [-3.683288, -0.418582, -6.977650], [-4.493038, 1.116876, -6.404316], [-3.422619, -2.315310, -5.407184], [-4.558531, -2.070894, -4.026731], [-2.757008, -2.005454, -3.908134], [-6.658511, 0.421394, -4.363817], [3.032213, 3.412478, -5.715320], [2.761959, 1.848307, -5.662523], [1.655364, 1.488591, -6.717875], [4.172538, 1.294914, -6.012784], [4.216688, -0.194343, -5.814951], [3.927207, -0.406371, -4.296949], [2.591052, 0.095483, -3.824992], [1.546873, -0.854779, -4.420387], [2.540988, 0.029866, -2.240108], [2.415624, 1.458396, -4.268995], [1.123758, 2.002573, -3.950030], [3.198143, 3.716645, -6.732789], [2.282883, 4.057684, -5.206690], [3.987421, 3.633529, -5.203187], [1.446392, 2.233639, -7.488993], [1.858373, 0.491071, -7.146241], [0.713533, 1.241796, -6.212343], [4.454528, 1.595655, -7.021765], [4.909967, 1.712413, -5.303662], [3.404203, -0.693189, -6.419393], [5.153811, -0.641326, -6.142489], [4.749914, 0.075705, -3.785377], [4.064189, -1.501661, -4.033095], [1.151182, -1.565657, -3.669951], [1.925592, -1.248174, -5.341676], [0.673048, -0.275445, -4.742581], [2.877522, -0.910158, -1.798137], [1.496862, 0.335754, -1.978123], [3.112678, 0.877937, -1.873885], [1.359409, 2.632522, -3.266190], [-2.135334, 3.968300, 1.212845], [-2.266760, 5.105233, 0.229044], [-1.727187, 6.368066, 1.003826], [-1.560530, 4.796542, -1.127934], [-1.960660, 5.792985, -2.213938], [-3.541199, 5.767335, -2.405966], [-4.320809, 6.057326, -1.152584], [-4.378743, 7.575840, -0.828478], [-5.780666, 5.563611, -1.370952], [-3.692055, 5.259447, -0.142801], [-4.443270, 5.454818, 1.076878], [-1.068915, 3.806227, 1.376430], [-2.564662, 4.147548, 2.212469], [-2.532631, 3.022762, 0.899384], [-1.557406, 7.261423, 0.417610], [-2.563935, 6.666225, 1.692369], [-0.880571, 6.030631, 1.587198], [-0.470740, 4.756001, -1.035895], [-1.977717, 3.812527, -1.420592], [-1.637831, 6.812479, -2.016860], [-1.551584, 5.485567, -3.148537], [-3.850192, 4.777752, -2.698670], [-3.874244, 6.429748, -3.159605], [-3.397206, 8.002379, -0.924521], [-4.633220, 7.710066, 0.219808], [-5.101539, 8.080308, -1.464238], [-6.248835, 5.863503, -0.450680], [-5.939007, 4.455433, -1.418342], [-6.303747, 6.113052, -2.227690], [-4.508014, 4.524619, 1.336539], [6.768524, -0.587219, 2.640645], [5.690909, 0.200126, 1.935496], [5.960054, 0.200641, 0.408673], [4.329714, -0.442445, 2.157544], [3.903660, -0.278585, 3.590991], [3.781937, 1.189414, 3.864955], [4.987272, 2.098288, 3.557345], [4.531778, 3.563220, 3.430731], [6.003147, 1.943793, 4.796857], [5.536819, 1.650036, 2.333653], [6.706935, 2.439271, 2.081361], [6.586982, -0.680541, 3.693577], [7.058407, -1.499189, 2.103005], [7.628656, 0.138612, 2.604803], [5.373676, 0.989895, -0.127557], [7.003244, 0.453241, 0.106988], [5.805756, -0.775493, -0.006691], [3.677036, 0.049021, 1.460901], [4.348560, -1.548632, 1.866606], [3.013889, -0.855181, 3.837575], [4.678289, -0.734992, 4.236056], [3.469556, 1.379254, 4.919026], [2.983061, 1.652252, 3.233285], [4.129841, 3.622034, 2.426067], [5.365878, 4.289681, 3.533543], [3.778277, 3.752845, 4.232730], [7.037318, 2.167470, 4.536701], [6.026207, 0.918470, 5.201958], [5.647391, 2.594244, 5.587748], [6.535613, 2.749595, 1.192622], [-2.012094, 1.365134, 3.997198], [-2.589461, 0.083402, 4.691335], [-1.319905, -0.820878, 5.009387], [-3.462751, 0.430064, 5.906864], [-4.809670, 1.001088, 5.570474], [-5.510930, 0.038147, 4.596103], [-4.767538, -0.289582, 3.326162], [-5.450414, -1.357604, 2.534151], [-4.665070, 0.931155, 2.411845], [-3.454466, -0.717052, 3.757869], [-2.710230, -0.922367, 2.538050], [-2.661694, 2.275571, 4.084119], [-1.063760, 1.715969, 4.498542], [-1.836799, 1.137842, 2.919141], [-1.589205, -1.655338, 5.654757], [-1.007994, -1.272441, 4.053090], [-0.556020, -0.243674, 5.580826], [-3.546061, -0.452817, 6.523182], [-2.939828, 1.184796, 6.552120], [-5.369280, 1.211278, 6.452298], [-4.584446, 1.940619, 5.026630], [-6.465170, 0.454763, 4.290916], [-5.711896, -0.892675, 5.103144], [-5.433982, -2.281861, 3.089681], [-4.903878, -1.487059, 1.578074], [-6.503260, -1.190153, 2.329740], [-4.117458, 0.687957, 1.511284], [-4.299120, 1.859999, 2.870242], [-5.634206, 1.201555, 1.969772], [-2.349506, -1.828702, 2.478609], [2.640555, -4.011852, 0.377455], [3.633442, -4.257425, -0.788714], [2.799679, -4.114664, -2.083763], [4.811517, -3.186808, -0.719926], [5.814326, -3.456539, -1.744536], [6.414646, -4.842449, -1.545910], [5.335928, -5.971585, -1.498190], [4.834002, -6.201692, -2.956693], [6.014674, -7.242639, -0.930319], [4.282164, -5.564570, -0.575772], [3.296886, -6.659478, -0.532400], [1.835299, -4.802399, 0.461557], [3.182497, -3.938397, 1.278141], [2.145963, -3.093667, 0.120504], [3.438560, -3.950084, -2.947427], [2.264922, -5.138015, -2.275272], [1.988117, -3.417172, -1.974475], [4.274171, -2.231381, -0.787968], [5.257083, -3.174479, 0.282895], [5.332960, -3.417525, -2.739599], [6.639346, -2.732484, -1.793136], [7.044914, -4.981835, -0.651145], [7.088278, -5.029456, -2.352513], [4.773272, -5.256163, -3.412101], [3.860729, -6.717391, -2.963085], [5.550130, -6.928149, -3.380217], [6.178171, -7.139838, 0.146409], [6.871311, -7.409069, -1.584587], [5.406028, -8.097356, -1.190030], [3.372476, -6.941413, 0.396780], [-1.119050, -5.072495, -0.451214], [-1.767323, -3.942607, 0.345675], [-1.324393, -2.539051, -0.138245], [-3.312970, -4.044185, 0.280889], [-3.830136, -5.307200, 1.035153], [-3.409701, -5.115557, 2.530938], [-1.903050, -4.807499, 2.784831], [-1.838162, -4.198556, 4.188691], [-1.112744, -6.076138, 2.859660], [-1.425825, -3.816559, 1.816184], [0.008857, -3.658621, 2.008704], [-1.489418, -6.040698, -0.186947], [-1.258953, -4.926891, -1.525083], [-0.067152, -5.218594, -0.336246], [-1.739454, -1.800754, 0.539971], [-0.253232, -2.388627, -0.010984], [-1.596861, -2.373626, -1.152782], [-3.769371, -3.173192, 0.770070], [-3.604407, -4.132374, -0.773948], [-4.918267, -5.334949, 0.927483], [-3.374806, -6.242377, 0.650419], [-3.651590, -5.970190, 3.153853], [-4.032097, -4.269626, 2.882719], [-2.506607, -3.327549, 4.232186], [-0.808022, -3.914103, 4.452645], [-2.115104, -5.049452, 4.861781], [-1.098335, -6.716517, 1.960093], [-1.439263, -6.678451, 3.679461], [-0.096085, -5.776573, 3.147698], [0.439288, -4.227625, 1.355235], [1.790844, 3.239799, 0.067467], [1.050803, 2.296017, 0.291849], [0.026930, 1.801175, -0.421643], [-0.608042, 0.664647, 0.282703], [0.397541, 0.348724, 1.359082], [1.191143, -0.682407, 1.073184], [1.207423, 1.461065, 1.406003], [-1.570753, 0.979661, 0.707136], [-0.690078, -0.174861, -0.377800], [-0.054390, 0.080094, 2.321418], [1.109154, 3.707753, 7.341764], [0.829954, 3.902075, 6.230849], [1.185061, 3.093292, 5.210981], [0.757782, 3.639664, 3.933106], [-0.168747, 4.874607, 4.419526], [-1.502542, 4.471971, 4.452855], [0.187844, 5.008127, 5.791939], [1.538372, 4.074361, 3.324898], [0.176335, 2.893370, 3.434467], [-0.165475, 5.779767, 3.863203]], "forces_ev_per_angstrom": [[-0.5, -2.1, 0.7], [1.3, 0.8, -1.9], [0.7, -1.5, 0.3], [-1.5, 0.8, 1.0], [-0.1, 0.5, 0.6], [-0.3, -0.5, 0.4], [-0.4, 1.0, -1.6], [0.2, 0.0, 1.8], [-0.6, -0.3, -0.2], [0.5, 0.1, 0.3], [0.7, -0.7, 0.1], [-0.1, 0.3, 0.3], [0.2, 0.0, 0.3], [-0.2, -0.3, -0.1], [0.2, 0.9, 0.0], [-0.3, 0.0, 0.5], [-0.6, 0.8, -0.7], [0.5, -0.3, -0.5], [0.1, -0.1, -0.9], [0.9, 0.3, -0.3], [-0.2, -0.1, -0.4], [0.1, -0.8, 0.2], [-0.7, 0.5, 0.3], [0.8, -0.3, -0.1], [-0.7, 0.2, 0.2], [0.3, -0.3, -0.1], [-0.5, 0.4, -0.1], [0.5, -0.3, -0.3], [-0.1, 0.5, 0.5], [-0.1, 0.4, -0.2], [-0.1, -0.4, 1.5], [0.3, 1.8, -0.4], [0.0, -1.4, 0.9], [-0.4, -0.3, 0.3], [-1.5, -0.8, 0.2], [1.8, -1.6, -0.8], [-0.6, -1.3, 0.9], [-1.5, 0.8, 0.5], [-1.2, 1.6, -1.3], [0.8, 1.5, -0.5], [0.5, -0.7, -0.1], [-0.3, 0.2, -0.6], [0.1, -0.6, -0.6], [-0.4, -0.2, 0.0], [0.4, -0.1, 0.2], [0.3, 0.6, -0.4], [0.1, 0.7, 0.1], [-0.1, 0.1, 0.0], [-0.3, 0.2, -0.4], [0.9, 0.4, 0.4], [0.1, 0.0, 0.2], [0.2, 0.4, 0.4], [-0.5, 1.1, -0.2], [0.5, -0.1, -0.7], [0.1, -1.0, -0.2], [0.0, 0.0, 0.3], [-0.3, 0.1, -0.2], [0.6, -0.8, 0.1], [0.6, -0.1, 0.2], [-0.1, 0.2, 0.2], [0.4, -0.3, 0.8], [0.0, 2.0, -1.0], [-1.8, -0.5, 0.2], [-0.7, 0.0, 0.5], [-2.2, -0.1, 0.4], [1.8, -0.3, 0.6], [-0.1, 0.5, -0.9], [0.1, -0.9, 0.4], [-0.4, 0.3, -0.1], [-0.7, -1.2, 1.7], [0.3, -0.7, -0.1], [0.2, 0.0, 0.0], [0.1, 0.3, -0.4], [-0.4, -0.5, -0.7], [0.5, -0.1, -0.4], [0.9, -0.4, -0.3], [0.4, 0.5, 0.0], [-0.1, -0.2, 0.2], [0.6, 0.3, 0.0], [0.2, 0.1, 0.2], [0.6, -0.2, -0.8], [0.2, -0.6, -0.3], [-0.1, 0.8, -1.0], [0.5, 0.4, -0.4], [-0.4, 0.0, 0.0], [0.1, 0.1, 0.0], [-0.8, 0.1, 0.3], [0.6, 0.9, -0.3], [0.9, -0.9, 1.0], [-0.5, 0.4, 0.4], [1.9, 2.1, -0.4], [-0.3, 0.5, -0.7], [0.9, 1.5, -0.3], [0.2, -1.6, -0.5], [0.7, -0.4, 0.2], [-1.6, 1.9, 0.6], [1.1, -1.2, 2.8], [0.3, -0.3, 0.7], [-0.6, -0.3, -0.8], [0.3, -0.5, -1.7], [0.0, -0.8, 0.0], [-0.2, -0.7, 0.4], [-0.3, 0.1, 0.4], [-0.2, -1.0, 0.0], [-0.1, -0.9, 0.5], [-0.4, -0.1, 0.7], [-0.4, -0.5, -0.2], [-0.8, 0.2, -0.2], [0.2, 1.4, 0.3], [-0.4, 0.3, -0.1], [-0.3, 0.3, -0.1], [0.2, -0.1, -0.6], [0.1, -0.7, 0.4], [-0.5, 0.4, -0.1], [-0.5, -0.6, 0.0], [0.4, 0.0, -0.7], [-0.1, 0.4, -0.1], [-0.3, 0.3, -0.2], [0.1, 0.2, 0.2], [0.1, 0.3, -0.3], [0.1, 0.9, 0.3], [0.6, 0.3, -0.8], [-1.2, 0.5, 0.4], [1.5, 0.6, 1.1], [0.9, -0.2, -2.4], [-0.9, 0.6, 0.6], [0.4, 2.1, 0.3], [0.3, -1.0, -0.6], [-0.9, 1.0, -0.6], [1.7, -1.6, -0.3], [0.4, 0.1, -0.3], [0.3, -1.0, -0.2], [-0.8, -0.8, -0.5], [0.0, 0.4, 0.9], [-0.2, -0.1, 0.0], [0.5, 0.5, 0.5], [-0.3, -0.3, -0.9], [-0.2, -0.5, 0.2], [0.0, -0.6, -0.6], [-0.6, 0.1, 0.5], [-0.6, -0.1, 0.4], [-0.4, 0.1, 0.0], [-0.1, -0.5, 0.3], [0.2, -0.6, 0.2], [-0.5, -0.1, 0.5], [-0.1, 0.6, -0.1], [0.7, 0.0, 0.0], [0.1, -0.5, -0.1], [-0.2, -0.2, 0.4], [-0.4, -0.1, 0.5], [-0.3, -1.0, -1.5], [-0.2, 0.0, 0.5], [-0.3, -2.9, -0.2], [-2.6, -0.1, 1.4], [1.2, -0.2, -1.3], [-0.6, -0.6, 0.8], [0.4, 0.1, -0.5], [0.3, -2.2, 1.7], [-0.7, 0.6, -1.4], [-0.4, -0.4, 0.6], [0.5, 0.9, 0.3], [1.3, 0.5, -0.3], [0.4, 0.1, 1.3], [-0.3, 0.7, 0.4], [-0.4, 0.4, -0.1], [1.0, 1.7, 0.3], [0.0, 0.7, -0.1], [0.4, 0.1, -0.3], [-0.1, -0.3, 0.0], [0.3, 0.0, 0.3], [-0.3, 0.1, 0.2], [-0.4, 0.6, 0.0], [0.4, -0.4, -0.8], [0.1, 0.7, -1.2], [0.3, 0.3, 0.0], [-0.2, 0.7, -0.5], [0.3, -0.2, -0.3], [0.7, 0.1, 0.7], [-0.5, -0.3, 0.5], [-0.1, 0.1, -0.6], [-0.2, 0.1, -0.2], [0.0, 1.3, 1.1], [0.4, -0.8, 0.6], [0.3, -1.3, 0.2], [1.2, 0.5, 0.7], [-0.5, 0.7, -0.9], [-1.3, 0.0, 0.1], [0.2, -0.6, 0.1], [1.4, -0.4, -0.7], [0.4, -0.2, -0.2], [-1.0, 0.2, -0.2], [-0.7, -0.5, 0.1], [-0.2, 0.1, 0.1], [1.0, 0.5, 0.2], [-0.6, 0.1, -0.3], [0.2, -0.3, -0.3], [-0.3, 0.3, -0.9], [0.2, 0.0, -0.4], [0.0, 0.4, 0.2], [0.2, -0.3, 0.2], [-0.5, 0.5, 0.0], [-0.2, -0.2, 0.0], [0.4, -0.3, 0.1], [0.1, -0.3, 0.4], [-0.3, 0.0, -0.2], [-0.2, 1.1, -0.1], [0.0, 0.4, 0.2], [-0.5, -0.5, 0.5], [0.0, -0.4, -0.4], [-0.1, -0.1, 0.1], [-2.2, -2.1, 0.3], [1.3, -0.1, 0.5], [-0.3, 0.0, 0.0], [0.6, 1.2, -0.1], [-0.8, 0.3, 0.9], [0.9, -1.6, -0.9], [0.5, 1.9, 0.1], [0.3, -0.1, -0.3], [-0.2, -0.1, -0.6], [0.1, 0.6, 0.0], [0.3, -0.4, 2.2], [0.3, 0.2, -1.8], [-0.1, 0.3, -1.3], [-1.3, 2.1, 1.8], [-0.1, -3.1, 1.4], [0.3, 0.1, -0.3], [-0.2, 0.7, -1.5], [0.7, -0.4, 0.1], [-0.2, -0.2, -0.4], [0.5, 0.8, -0.2]], "mulliken_charge": [-0.633, 2.628, -2.101, -0.098, 1.047, -2.019, 2.082, -1.738, -1.675, -0.037, -0.502, -0.380, -0.592, 0.719, 0.347, 0.105, 0.720, -0.002, -0.876, -0.005, -0.615, 0.443, 0.538, 0.403, 0.377, 0.415, 0.410, 0.350, 0.161, 0.373, -1.828, 1.422, -1.329, -1.352, -0.720, -0.758, 2.573, -0.679, -0.986, 0.033, -0.063, 0.478, 0.294, 0.408, 0.450, 0.328, 0.090, 0.484, 0.364, 0.233, 0.430, 0.503, -0.392, 0.051, 0.404, -0.523, -0.815, -0.209, 0.591, 0.206, -1.482, 2.516, -2.074, -0.317, -1.045, -1.234, 0.944, -1.817, -1.653, 1.334, -0.610, -0.327, 1.019, -0.469, 0.316, 0.447, 0.382, 0.311, -0.349, 0.430, 0.592, 0.232, 0.534, 0.330, 0.332, 0.484, 0.519, 0.155, 0.311, 0.337, -1.930, 1.957, -1.660, 0.773, -1.298, -0.261, 1.350, -1.446, -1.777, 1.029, -0.572, 0.366, 0.378, 0.380, 0.290, 0.526, -0.040, -0.442, -0.648, 0.519, 0.515, 0.571, -0.686, 0.376, 0.366, 0.080, 0.344, 0.319, 0.490, 0.306, -1.188, 1.857, -1.614, -1.379, -0.427, -1.725, 1.953, -1.669, -1.212, 0.091, 2.675, 0.300, 0.200, -0.432, 0.482, -0.006, 0.326, 0.412, 0.315, 0.497, 0.189, 0.468, 0.361, 0.400, -0.246, 0.501, -0.279, -0.053, 0.771, -1.382, -1.783, 2.276, -1.032, -0.151, 0.041, -1.713, 1.732, -1.709, -2.004, 0.207, -0.478, 0.479, 0.727, -0.416, -0.041, 0.352, 0.046, -0.772, 0.400, -0.094, 0.327, 0.372, 0.523, 0.529, 0.271, 0.453, 0.440, 0.457, 0.430, 0.325, -1.465, 1.684, -0.399, -0.862, -0.859, -1.289, 1.426, -1.417, -2.005, 1.447, -0.615, 0.350, 0.449, 0.058, -0.506, -0.294, 0.666, -0.616, 0.598, 0.480, 0.376, 0.499, 0.139, -0.059, 0.328, 0.528, 0.272, 0.578, 0.337, -0.121, -0.662, 0.311, 0.272, 0.989, 0.781, 0.157, -0.819, -0.601, 0.025, -0.648, -0.512, 0.589, -0.376, 0.892, 0.299, -0.276, -0.395, 0.624, -0.995, 0.405]}